[1]
Computed, not measured: 11 unconnected molecules or ions with the total composition C35H100N8O11, with ωB97M-V/def2-TZVPD.

Each line ends with the Löwdin charge.
Element x y z (Å)
C: -1.125 0.161 0.570  -0.031
C: -0.761 -0.399 -0.826  -0.413
C: -1.318 -1.841 -0.984  -0.117
O: -0.511 -2.729 -0.141  -0.213
C: 0.891 -2.789 -0.395  -0.091
N: -1.369 0.499 -1.763  0.073
H: -0.484 -0.322 1.308  0.053
H: -2.170 -0.079 0.768  0.059
H: -0.903 1.225 0.640  0.064
H: 0.311 -0.345 -1.017  0.112
H: -1.171 -2.105 -2.032  0.119
H: -2.363 -1.966 -0.702  0.114
H: 1.388 -1.836 -0.219  0.060
H: 1.125 -3.284 -1.338  0.079
H: 1.377 -3.420 0.348  0.067
H: -1.079 0.169 -2.672  0.054
H: -2.378 0.468 -1.717  0.048
C: 0.690 3.473 -1.683  -0.079
C: 0.366 3.927 -3.050  -0.434
C: 1.502 4.700 -3.705  -0.206
O: 1.509 6.060 -3.290  -0.182
C: 2.625 6.804 -3.782  -0.095
N: 0.075 2.744 -3.838  0.062
H: -0.120 2.879 -1.259  0.056
H: 0.955 4.321 -1.051  0.075
H: 1.538 2.788 -1.708  0.076
H: -0.523 4.554 -2.981  0.140
H: 1.397 4.635 -4.788  0.122
H: 2.456 4.209 -3.511  0.122
H: 3.543 6.225 -3.678  0.079
H: 2.710 7.742 -3.233  0.090
H: 2.549 6.934 -4.862  0.085
H: 0.757 1.999 -3.850  0.038
H: -0.667 2.299 -3.317  0.036
C: -3.629 -2.981 2.226  -0.024
C: -2.596 -2.348 3.118  -0.358
C: -3.253 -2.059 4.503  -0.129
O: -4.357 -1.159 4.310  -0.135
C: -3.992 0.222 4.325  -0.056
N: -1.586 -3.318 3.286  0.340
H: -4.299 -3.656 2.760  0.106
H: -3.199 -3.493 1.366  0.096
H: -4.335 -2.205 1.930  0.081
H: -2.253 -1.440 2.622  0.152
H: -2.553 -1.836 5.308  0.124
H: -3.673 -3.020 4.798  0.140
H: -4.838 0.891 4.478  0.106
H: -3.465 0.453 3.398  0.078
H: -3.318 0.419 5.159  0.096
H: -1.539 -3.933 2.486  0.145
H: -0.693 -2.903 3.510  0.084
C: -4.615 2.969 1.567  -0.087
C: -3.608 3.667 2.417  -0.441
C: -2.365 4.081 1.539  -0.182
O: -1.408 4.823 2.297  -0.192
C: -0.221 5.210 1.646  -0.103
N: -4.323 4.823 2.932  0.056
H: -5.378 2.527 2.208  0.080
H: -4.117 2.207 0.967  0.061
H: -5.192 3.613 0.903  0.086
H: -3.174 2.974 3.138  0.126
H: -2.777 4.701 0.743  0.122
H: -1.961 3.191 1.058  0.096
H: -0.557 5.749 0.761  0.091
H: 0.316 4.352 1.242  0.056
H: 0.354 5.843 2.322  0.093
H: -3.589 5.291 3.443  0.070
H: -4.515 5.387 2.116  0.076
C: -3.635 3.299 -2.371  -0.062
C: -4.279 2.159 -3.153  -0.416
C: -5.136 1.288 -2.215  -0.200
O: -4.319 0.594 -1.292  -0.221
C: -5.068 -0.259 -0.488  -0.118
N: -5.098 2.763 -4.235  0.060
H: -3.060 2.973 -1.504  0.055
H: -4.386 3.959 -1.937  0.079
H: -2.967 3.910 -2.979  0.074
H: -3.479 1.527 -3.539  0.113
H: -5.583 0.591 -2.923  0.126
H: -5.945 1.876 -1.780  0.131
H: -6.020 0.137 -0.135  0.097
H: -4.574 -0.493 0.454  0.056
H: -5.215 -1.162 -1.080  0.100
H: -5.399 2.018 -4.847  0.066
H: -5.968 2.948 -3.757  0.065
C: 2.280 -0.144 -3.304  -0.042
C: 1.621 -1.290 -4.145  -0.354
C: 0.675 -0.778 -5.281  -0.172
O: -0.667 -0.587 -4.837  -0.212
C: -1.447 0.212 -5.707  -0.102
N: 2.648 -2.179 -4.707  0.035
H: 3.032 0.398 -3.876  0.081
H: 2.829 -0.536 -2.448  0.073
H: 1.660 0.665 -2.917  0.038
H: 1.098 -1.854 -3.372  0.113
H: 0.621 -1.507 -6.090  0.120
H: 1.076 0.120 -5.750  0.125
H: -2.445 0.377 -5.302  0.076
H: -1.602 -0.214 -6.699  0.089
H: -0.933 1.164 -5.838  0.077
H: 3.227 -1.687 -5.374  0.101
H: 2.165 -2.859 -5.276  0.092
C: 2.708 -0.073 1.590  -0.041
C: 3.612 1.058 2.117  -0.443
C: 2.921 2.395 2.259  -0.223
O: 3.843 3.441 2.534  -0.179
C: 3.280 4.776 2.641  -0.066
N: 4.250 0.704 3.347  0.050
H: 1.708 0.011 2.015  0.058
H: 3.135 -1.056 1.790  0.075
H: 2.638 0.040 0.509  0.069
H: 4.398 1.153 1.367  0.140
H: 2.253 2.339 3.118  0.118
H: 2.180 2.578 1.482  0.111
H: 2.677 4.747 3.549  0.087
H: 2.598 5.068 1.843  0.061
H: 4.084 5.511 2.621  0.094
H: 4.677 1.465 3.856  0.081
H: 3.485 0.411 3.937  0.049
C: 2.024 -5.111 3.813  -0.030
C: 2.788 -3.761 3.593  -0.394
C: 2.227 -2.640 4.457  -0.166
O: 0.923 -2.246 3.985  -0.221
C: 0.412 -1.183 4.722  -0.102
N: 4.236 -4.029 3.816  0.061
H: 2.010 -5.294 4.887  0.081
H: 2.475 -5.943 3.272  0.076
H: 0.989 -5.116 3.471  0.060
H: 2.576 -3.494 2.557  0.118
H: 2.870 -1.769 4.325  0.113
H: 2.285 -3.099 5.444  0.134
H: 0.630 -1.388 5.770  0.108
H: -0.677 -1.234 4.688  0.053
H: 0.620 -0.150 4.445  0.098
H: 4.801 -3.239 3.538  0.092
H: 4.438 -4.129 4.801  0.096
C: 1.621 -6.285 -0.679  -0.167
O: 2.720 -6.525 -1.547  -0.105
H: 1.101 -7.147 -0.263  0.081
H: 1.838 -5.643 0.175  0.043
H: 0.832 -5.690 -1.139  0.064
H: 2.906 -5.673 -1.948  -0.002
C: 4.930 -5.108 0.636  -0.150
O: 4.610 -5.919 1.772  -0.142
H: 5.646 -4.343 0.937  0.071
H: 5.316 -5.680 -0.208  0.077
H: 4.051 -4.554 0.306  0.052
H: 4.409 -5.361 2.527  -0.015
C: 4.338 -4.673 -3.553  -0.112
O: 3.060 -4.287 -3.002  -0.177
H: 4.886 -5.277 -2.831  0.074
H: 4.109 -5.307 -4.409  0.090
H: 4.994 -3.825 -3.754  0.080
H: 2.732 -3.615 -3.604  0.003

The spin multiplicity is 2. For the energy above the lowest of the compared OMol25 structures with the same formula, charge and spin, the calculation gives 0.0 kcal/mol. Its net charge is +1. As for the molar mass: 809.230 g/mol. Its expectation value of S² is 0.755. For the HOMO energy (alpha / beta), the calculation gives -10.899 / -10.898 eV.

***

[2]
Computed, not measured: a molecular structure, C35H20BF4IN13ORbS4, with ωB97M-V/def2-TZVPD.

Each line ends with the Löwdin charge.
Element x y z (Å)
Rb: -0.123 1.386 0.389  0.566
C: 1.268 -1.282 6.119  -0.087
C: 1.743 -0.884 4.879  -0.090
C: 0.849 -0.532 3.878  -0.028
C: -0.515 -0.601 4.117  -0.247
C: -0.999 -1.015 5.356  -0.032
C: -0.103 -1.348 6.355  -0.089
N: -1.346 -0.205 3.030  0.079
N: -2.541 -0.495 3.147  0.088
C: -3.336 -0.060 2.037  -0.329
C: -4.426 -0.856 1.709  -0.034
C: -5.187 -0.493 0.613  -0.071
C: -4.855 0.664 -0.074  -0.059
C: -3.778 1.417 0.372  -0.139
N: -3.018 1.059 1.406  0.096
H: 1.964 -1.528 6.911  0.103
H: 2.807 -0.815 4.692  0.096
H: 1.201 -0.199 2.909  0.080
H: -2.067 -1.049 5.525  0.100
H: -0.469 -1.649 7.329  0.098
H: -4.624 -1.743 2.295  0.107
H: -6.020 -1.106 0.292  0.105
H: -5.411 0.985 -0.944  0.105
H: -3.500 2.336 -0.131  0.077
O: 1.772 2.134 8.444  -0.093
C: 1.796 2.266 7.244  -1.057
S: 0.407 2.729 6.267  0.926
C: 1.175 2.701 4.670  -1.213
C: 2.532 2.318 4.667  -1.216
S: 3.543 2.082 3.355  0.567
S: 3.241 2.025 6.258  0.910
S: 0.195 3.088 3.380  0.527
B: 1.310 -0.751 -1.931  -0.500
N: 0.039 -1.599 -1.636  -0.092
C: -0.212 -2.835 -2.104  -0.109
C: -1.407 -3.272 -1.570  -0.083
C: -1.821 -2.201 -0.767  -0.175
N: -0.949 -1.200 -0.809  0.000
N: 2.374 -0.994 -0.819  -0.090
C: 3.490 -1.734 -0.921  -0.115
C: 4.105 -1.771 0.316  -0.088
C: 3.262 -0.999 1.129  -0.201
N: 2.226 -0.533 0.438  0.005
H: 1.781 -1.146 -2.975  0.084
H: 1.017 0.423 -1.986  0.039
H: 0.475 -3.301 -2.792  0.119
H: -1.916 -4.200 -1.768  0.083
H: -2.719 -2.104 -0.176  0.084
H: 3.760 -2.172 -1.868  0.111
H: 5.020 -2.272 0.584  0.078
H: 3.378 -0.735 2.169  0.063
I: 5.022 1.327 -3.683  0.818
C: 3.924 2.062 -2.104  -0.770
C: 4.058 1.719 -0.780  -0.173
N: 3.097 2.391 -0.130  -0.028
N: 2.336 3.141 -0.941  0.030
C: 2.838 2.952 -2.153  -0.215
H: 4.711 1.024 -0.278  0.114
H: 2.905 2.366 0.868  0.046
H: 2.413 3.447 -3.010  0.078
F: 0.874 1.359 -5.281  0.109
C: -0.226 0.759 -4.817  -0.156
C: -0.478 -0.516 -5.220  -0.149
F: 0.385 -1.082 -6.071  0.107
C: -1.593 -1.271 -4.769  -0.054
C: -2.408 -0.577 -3.836  -0.155
C: -2.138 0.686 -3.413  -0.144
F: -3.007 1.259 -2.567  0.096
C: -1.040 1.449 -3.885  -0.053
C: -0.780 2.773 -3.462  -0.170
C: -1.319 3.286 -2.257  -0.225
N: -1.792 3.634 -1.262  0.150
C: 0.042 3.676 -4.183  -0.230
N: 0.672 4.459 -4.751  0.150
F: -3.520 -1.163 -3.384  0.106
C: -1.875 -2.576 -5.217  -0.169
C: -2.980 -3.348 -4.761  -0.229
N: -3.857 -4.038 -4.466  0.145
C: -1.104 -3.258 -6.199  -0.223
N: -0.545 -3.877 -6.996  0.139

For the energy above the lowest of the compared OMol25 structures with the same formula, charge and spin, the calculation gives 3.8 kcal/mol. Its net charge is -2. As for the molar mass: 1066.079 g/mol. For the HOMO energy (alpha / beta), the calculation gives -3.143 / -2.898 eV.

***

no.,largest force on an atom (eV/Å)
1,2.96
2,0.38